Entry 1:
This record from the OMol25 dataset describes a structure of composition C20H46CeO3P4Se in a non-equilibrium geometry. The level of theory is ωB97M-V/def2-TZVPD.

Structure (XYZ):
```
75
Properties=species:S:1:pos:R:3:forces:R:3
Ce 1.23837 0.46105 -0.74292 -1.444 -2.118 3.456
P -1.05041 -0.41025 1.38796 -0.451 -0.151 1.145
P 1.61115 -2.52781 -0.76492 0.712 -1.617 -0.480
P -1.41750 -0.70816 -1.83927 -0.611 -0.117 -1.382
H -0.96073 4.92820 -1.47361 -0.314 -0.182 -0.031
C -1.86244 4.31410 -1.56285 0.019 -0.288 0.123
C -2.47405 3.82017 -0.48380 -0.169 -0.159 -0.355
H -2.09167 3.99072 0.51865 -0.084 0.121 -0.079
C -0.55881 0.21196 3.03504 0.290 0.146 0.217
C -1.34372 -2.16946 1.87543 0.216 -0.139 -0.395
C -2.78774 0.21260 1.40189 0.073 0.139 -0.273
C 2.71720 -2.80743 -2.21650 -0.007 0.588 -0.052
C 2.69573 -3.12623 0.57783 0.096 0.430 0.333
C 0.53948 -4.00971 -0.95077 -0.718 0.324 0.159
C -2.67494 0.59990 -2.12483 0.042 0.350 0.226
C -2.53569 -2.13284 -1.49169 0.260 -0.318 0.453
C -1.02945 -1.13127 -3.59052 0.298 0.220 -0.057
H -2.24821 4.13328 -2.57270 0.079 0.209 0.393
H -3.41896 3.25652 -0.56002 0.558 0.322 0.007
H -0.73857 1.29448 3.09672 0.069 -0.292 0.038
H 0.50058 -0.00287 3.21687 -0.343 0.161 0.029
H -1.16352 -0.29764 3.80106 0.135 0.290 -0.241
H -0.38474 -2.70356 1.91889 -0.264 0.032 0.069
H -2.01037 -2.67966 1.16723 0.257 0.112 0.203
H -1.80569 -2.19131 2.87418 0.129 0.046 -0.368
H -2.78484 1.26243 1.08466 -0.165 -0.184 0.060
H -3.17568 0.15470 2.43143 0.165 -0.046 -0.365
H -3.44392 -0.37033 0.74288 0.181 0.242 0.203
H 3.19907 -3.79259 -2.12443 -0.158 0.347 -0.021
H 3.48411 -2.01718 -2.25746 -0.064 -0.391 -0.075
H 2.13475 -2.76528 -3.14616 0.164 -0.042 0.177
H 3.23405 -4.01975 0.23768 -0.168 0.194 0.054
H 2.09601 -3.37768 1.45832 0.125 0.065 -0.078
H 3.42073 -2.35089 0.84957 -0.033 -0.234 0.042
H 1.16619 -4.91006 -0.99342 0.025 0.322 0.013
H -0.05096 -3.95312 -1.87613 0.150 -0.045 0.296
H -0.13515 -4.09937 -0.08311 0.189 -0.014 -0.394
H -3.11916 0.46090 -3.11737 0.069 0.000 0.223
H -2.22712 1.59632 -2.06441 -0.112 -0.100 -0.102
H -3.47171 0.55282 -1.37140 0.250 -0.013 -0.177
H -3.12532 -2.35530 -2.39193 0.196 0.219 0.177
H -3.22974 -1.93148 -0.66932 0.185 0.020 -0.185
H -1.95696 -3.02693 -1.23516 -0.194 0.163 -0.080
H -1.96426 -1.21489 -4.16645 0.399 -0.146 0.156
H -0.44993 -2.06406 -3.62848 -0.230 0.136 -0.127
H -0.39975 -0.33678 -4.02300 -0.480 -0.352 -0.015
C 2.01945 2.16100 -4.23166 0.483 -0.897 0.276
C 1.61603 3.42082 -3.76420 -0.259 1.801 -0.371
C 1.72330 4.53414 -4.62952 -0.347 -0.898 1.308
C 2.25137 4.36835 -5.92500 -0.115 0.283 -0.446
C 2.69270 3.12054 -6.37193 0.130 -1.143 0.216
C 2.60428 2.02677 -5.51149 0.267 0.583 -1.399
Se 1.91555 0.52774 -3.29234 0.685 1.203 -2.293
H 1.12602 2.24770 -0.62082 -0.266 1.496 -0.330
H 1.23970 3.53908 -2.74254 0.022 0.007 -0.498
H 1.37932 5.53132 -4.31063 0.268 -0.662 -0.091
H 2.29658 5.22488 -6.60722 0.008 -0.289 0.350
H 3.08589 2.95600 -7.38697 -0.159 0.318 0.627
H 2.97811 1.06425 -5.84864 -0.157 0.086 0.096
C 3.29752 -0.91642 4.06088 0.265 -0.333 0.455
O 2.59414 -0.28963 2.97240 0.788 0.962 -1.327
P 3.40119 0.60316 1.82380 -0.748 1.052 2.409
O 4.31868 1.63925 2.67373 -1.105 -1.186 -1.292
C 3.93754 2.24694 3.93464 0.191 0.139 0.715
O 1.99588 1.53941 1.41042 0.856 -0.551 -0.645
C 1.63073 2.87077 1.87317 -0.594 0.365 -0.219
H 4.38013 -0.90999 3.91094 -0.082 0.030 -0.017
H 2.95790 -1.95054 4.11264 0.035 0.101 0.075
H 3.06311 -0.39755 4.99864 -0.008 -0.138 -0.307
H 2.85580 2.36083 4.07662 0.282 -0.256 -0.208
H 4.35105 1.65349 4.75966 -0.079 0.163 -0.316
H 4.40307 3.23222 3.93642 -0.033 -0.106 0.023
H 0.85175 2.76236 2.63012 0.362 0.094 0.150
H 2.47630 3.48268 2.20616 -0.112 -0.507 -0.053
H 1.18098 3.36674 1.00896 0.099 0.034 0.192
```
Positions in Å, forces in eV/Å.

Properties
**Net charge**: +3
**LUMO level (spin up / spin down)**: -9.65 / -11.98 eV
**Energy relative to the best compared isomer or geometry (same formula, charge and spin)**: 0.0000 eV
**Spin multiplicity**: 2
**Maximum force**: 4.3 eV/A
**⟨S²⟩**: 0.993
**HOMO-LUMO gap (spin up / spin down)**: 0.27437 / 0.18954 Eh

Entry 2:
This record from the OMol25 dataset describes a structure of composition C20H46Cl2GdO2P2 in a non-equilibrium geometry. The level of theory is ωB97M-V/def2-TZVPD.

Structure (XYZ):
```
73
Properties=species:S:1:pos:R:3:forces:R:3
Gd -0.19030 0.51158 0.89532 0.114 -0.303 -1.661
Cl 0.62506 -1.92228 0.55000 0.492 -1.027 0.416
P 2.13581 0.59828 2.33154 -1.845 0.317 -1.446
C 3.72356 -0.10555 1.76948 0.144 0.061 0.432
C 2.22618 2.44707 2.61450 1.019 -0.510 0.772
C 1.45852 -0.37359 3.74503 0.951 -0.062 0.128
C 3.89126 -0.07369 0.23793 -0.069 0.069 0.115
H 3.66902 -1.16676 2.07270 0.006 0.345 0.006
C 4.84290 0.60792 2.52297 0.555 -0.274 -0.164
H 4.92657 1.65025 2.19656 0.070 -0.155 0.042
H 5.79345 0.10196 2.32263 0.072 0.186 0.030
H 4.67996 0.60251 3.60454 0.071 0.036 -0.164
H 3.16980 -0.73805 -0.24833 0.041 0.166 0.170
H 4.90600 -0.40630 -0.01169 -0.058 0.035 0.025
H 3.74135 0.92975 -0.18099 0.056 -0.235 0.147
H 1.51637 -1.41365 3.35836 0.086 0.583 0.093
C -0.02241 -0.11760 4.12158 -0.112 0.046 -0.057
C 2.43659 -0.19397 4.90205 -0.259 -0.368 0.672
H 3.39778 -0.67192 4.68404 -0.161 0.101 0.057
H 2.03407 -0.65266 5.81087 0.140 0.018 0.116
H 2.61399 0.87037 5.10644 -0.041 -0.185 0.060
H -0.59032 0.56867 3.46673 0.311 -0.296 0.339
H -0.08846 0.29219 5.13609 0.020 0.009 -0.137
H -0.58092 -1.06543 4.10400 0.174 0.324 -0.013
C 2.57937 3.14381 1.28589 -0.113 0.046 -0.058
H 3.04770 2.58046 3.34510 -0.278 0.489 -0.201
C 0.93017 3.02631 3.20327 -0.130 -0.008 0.000
H 3.56821 2.86543 0.90509 -0.172 -0.005 0.129
H 2.57810 4.23215 1.43808 0.015 -0.182 0.028
H 1.83946 2.93269 0.49449 0.191 -0.023 0.311
H 0.08088 2.99809 2.49362 0.362 -0.064 0.161
H 1.09526 4.08924 3.43145 -0.040 -0.215 -0.074
H 0.62125 2.53409 4.13409 0.118 0.069 -0.203
Cl -0.86158 2.63600 -0.40902 -0.375 0.979 -0.028
H 0.92294 0.48087 -0.63638 0.534 0.156 -0.946
P -1.86892 -1.22135 -2.39838 1.391 2.624 3.612
C -2.46042 -2.85017 -1.80285 -0.055 -0.171 -0.602
C -3.23673 -0.08366 -2.95426 -0.015 -1.044 -0.760
C -0.46876 -1.40297 -3.55872 -0.555 -0.521 -0.418
C -2.66958 -2.89793 -0.27435 0.096 0.103 -0.096
H -1.61967 -3.53484 -2.02544 -0.309 0.162 -0.112
C -3.69594 -3.25116 -2.59833 -0.126 -0.734 0.168
H -4.55308 -2.63081 -2.31023 0.118 -0.102 -0.170
H -3.94138 -4.29399 -2.36864 -0.245 0.010 -0.051
H -3.52953 -3.17961 -3.68067 -0.124 0.061 0.200
H -1.69730 -2.80396 0.23296 -0.459 0.019 -0.186
H -3.11143 -3.86893 0.00107 0.039 0.148 -0.080
H -3.32198 -2.09898 0.10901 0.180 -0.244 -0.192
H 0.19644 -2.11005 -3.02403 -0.444 0.190 -0.208
C 0.35871 -0.11342 -3.79565 -0.067 -0.092 0.088
C -1.03729 -2.05096 -4.82298 0.807 -0.049 -0.553
H -1.36168 -3.08007 -4.62466 -0.068 0.234 -0.035
H -0.26513 -2.09567 -5.59868 -0.063 -0.111 -0.237
H -1.88185 -1.46898 -5.22050 0.194 -0.159 0.084
H 0.16612 0.64870 -3.02650 0.043 -0.255 -0.225
H 0.17332 0.31000 -4.79250 -0.095 -0.046 0.219
H 1.42985 -0.35395 -3.74027 -0.244 0.049 -0.047
C -4.14437 0.25017 -1.76308 0.080 -0.010 0.083
H -3.80022 -0.64182 -3.71519 -0.339 0.388 -0.096
C -2.67383 1.21224 -3.54942 0.027 -0.024 0.135
H -4.52162 -0.62988 -1.22536 0.188 0.225 -0.112
H -5.01464 0.82314 -2.11368 0.136 -0.064 0.013
H -3.58753 0.87797 -1.05062 -0.135 -0.253 -0.123
H -2.10009 1.74901 -2.77542 -0.084 -0.169 -0.340
H -3.50897 1.85416 -3.85935 0.083 -0.063 0.066
H -2.04387 1.04580 -4.43216 -0.077 -0.001 0.231
C -3.67313 1.65713 2.45680 -0.441 0.489 0.233
C -3.42498 0.29294 1.87796 1.599 -1.102 -0.287
O -4.32827 -0.50680 1.67221 0.162 0.453 0.080
O -2.13817 0.05299 1.64241 -3.092 0.073 0.808
H -4.67099 1.68405 2.89247 -0.023 0.082 0.012
H -3.62459 2.39805 1.65285 0.101 -0.053 0.041
H -2.93427 1.93641 3.21933 -0.072 -0.167 -0.242
```
Positions in Å, forces in eV/Å.

Properties
**Net charge**: -1
**LUMO level (spin up / spin down)**: 2.43 / 2.44 eV
**Energy relative to the best compared isomer or geometry (same formula, charge and spin)**: 0.0000 eV
**Spin multiplicity**: 8
**Maximum force**: 4.7 eV/A
**⟨S²⟩**: 16.080
**HOMO-LUMO gap (spin up / spin down)**: 0.22225 / 0.22158 Eh

Entry 3:
This record from the OMol25 dataset describes a structure of composition C20H46CoO2P4 in a non-equilibrium geometry. The level of theory is ωB97M-V/def2-TZVPD.

Structure (XYZ):
```
73
Properties=species:S:1:pos:R:3:forces:R:3
Co -0.40526 0.22760 -0.77518 -0.278 1.225 0.401
P -1.90696 2.02873 -0.96778 -1.541 1.418 -0.198
P -1.96458 -1.05828 -1.01072 -2.812 -3.601 -0.496
P 1.07067 1.36758 0.11786 2.864 2.537 1.940
H -0.07710 -1.78948 -3.63369 0.799 0.057 0.708
C 0.83233 -1.76603 -3.00904 1.066 -0.726 -0.484
C 1.18650 -2.85137 -2.28744 0.693 -0.441 -1.621
H 0.57933 -3.76292 -2.25165 0.095 0.580 0.098
C -1.48242 2.92086 -2.50150 -0.076 0.157 -0.095
C -3.70028 1.64337 -1.22757 0.019 -0.299 -0.034
C -2.23109 3.36427 0.25297 0.408 0.141 0.136
C -1.39651 -2.76956 -0.88629 0.054 -0.733 -0.424
C -3.35697 -1.27798 0.16313 -0.394 0.812 0.280
C -2.37419 -0.88386 -2.81623 -0.684 0.169 0.048
C 2.14884 0.59322 1.37380 0.461 -0.417 0.294
C 0.86390 2.98847 0.94336 -0.293 -0.090 -0.238
C 2.04683 1.84836 -1.36276 0.197 -0.047 0.130
H 1.59848 -1.00381 -3.29523 -0.796 -0.557 0.430
H 2.24299 -3.04718 -2.01922 -0.918 0.370 -0.016
H -2.32795 3.56383 -2.80546 0.419 -0.249 0.068
H -1.26043 2.20284 -3.30453 -0.053 0.305 0.115
H -0.60123 3.55303 -2.32246 -0.187 -0.169 -0.156
H -4.21019 2.56485 -1.54178 0.223 -0.238 0.078
H -4.14680 1.30480 -0.28535 0.094 0.218 -0.226
H -3.87279 0.87555 -1.98468 -0.171 0.315 0.273
H -1.43746 4.11184 0.31691 -0.171 -0.241 -0.012
H -2.39762 2.93193 1.24421 0.025 0.046 -0.185
H -3.12786 3.89308 -0.07825 0.020 -0.152 0.038
H -2.15773 -3.42308 -0.43856 0.215 0.184 -0.324
H -0.46734 -2.85942 -0.30519 -0.368 0.032 -0.209
H -1.21435 -3.04534 -1.92636 -0.012 -0.523 0.408
H -4.24958 -1.64147 -0.36408 0.200 0.092 0.164
H -3.57014 -0.36939 0.73182 -0.149 -0.127 -0.375
H -3.04483 -2.01732 0.91707 0.014 0.176 -0.542
H -3.17043 -1.59968 -3.07461 0.327 0.197 -0.145
H -1.47141 -1.04214 -3.41703 -0.625 -0.252 0.446
H -2.69195 0.12256 -3.11743 -0.061 -0.406 0.275
H 2.22293 1.29085 2.22857 0.084 -0.457 -0.402
H 3.15455 0.37977 0.97951 -0.287 0.269 0.206
H 1.73138 -0.35779 1.73270 0.004 0.310 -0.057
H 1.86122 3.36604 1.19898 -0.169 -0.172 0.062
H 0.23431 2.87481 1.83552 0.238 0.081 -0.238
H 0.41458 3.70222 0.25377 0.082 -0.045 0.128
H 3.08678 1.54608 -1.20325 -0.223 0.385 -0.234
H 1.96907 2.93571 -1.48982 0.144 -0.300 -0.085
H 1.64335 1.34896 -2.25614 0.295 0.206 0.100
C 4.20856 -2.47606 -0.11943 -0.688 -1.970 1.474
C 3.43487 -1.52324 -0.81420 -0.861 0.788 -0.732
C 4.05152 -0.59666 -1.65253 -0.604 -0.829 0.506
C 5.34531 -0.19591 -1.30394 0.618 -0.052 -1.143
C 6.07905 -1.00467 -0.43600 1.161 -1.646 1.277
C 5.59425 -2.26102 -0.03400 1.799 1.338 0.468
O 3.66583 -3.59448 0.48205 1.209 2.794 -1.346
H 2.69567 -3.55314 0.43455 0.052 -0.186 -0.023
H 2.35591 -1.55514 -0.66517 0.290 -0.094 -0.583
H 3.58658 -0.22865 -2.55642 -0.381 0.524 0.465
H 5.84946 0.64498 -1.81742 -0.467 -0.449 0.448
H 7.10022 -0.69512 -0.13350 -0.727 -0.416 -0.397
H 6.26545 -2.97607 0.45200 -0.390 0.197 -0.119
C -3.36394 0.20893 3.50198 -0.012 -0.182 0.056
P -1.61462 -0.03295 3.20037 0.163 0.318 -0.315
C -0.78342 0.82362 4.54277 0.072 -0.047 -0.066
C -1.24571 -1.78732 3.37987 -0.067 -0.138 0.177
O -1.24578 0.48017 1.81516 0.317 -0.132 -0.311
H -3.57876 0.19713 4.57396 -0.095 0.011 -0.153
H -3.93064 -0.58398 3.01048 -0.089 0.096 0.101
H -3.64376 1.17344 3.07042 -0.041 -0.048 0.168
H -1.13079 0.39170 5.49018 0.126 0.200 -0.131
H 0.30307 0.71041 4.47445 -0.143 0.001 0.025
H -1.03944 1.88795 4.50565 0.027 -0.161 0.082
H -2.10513 -2.36940 3.01983 0.311 0.021 0.134
H -0.34667 -2.05718 2.80525 -0.276 0.142 0.223
H -1.07975 -2.01247 4.44278 -0.076 -0.122 -0.314
```
Positions in Å, forces in eV/Å.

Properties
**Net charge**: +3
**LUMO level (spin up / spin down)**: -8.60 / -12.37 eV
**Energy relative to the best compared isomer or geometry (same formula, charge and spin)**: 0.3874 eV
**Spin multiplicity**: 5
**Maximum force**: 4.6 eV/A
**⟨S²⟩**: 6.042
**HOMO-LUMO gap (spin up / spin down)**: 0.29344 / 0.20806 Eh